--- a ---
{"formula": "C5H11NO2", "method": "ωB97M-V/def2-TZVPD", "multiplicity": 1, "mol_weight_g_mol": 117.1, "charge": 0, "homo_lumo_gap_ha": 0.1565, "homo_ev": -8.0, "symbols": ["O", "C", "O", "C", "C", "C", "C", "N", "H", "H", "H", "H", "H", "H", "H", "H", "H", "H", "H"], "coordinates": [[0.890, 1.298, 1.251], [0.293, 0.290, 1.630], [0.032, 1.467, -3.159], [0.764, -0.391, 2.897], [-0.842, -0.239, 0.956], [-1.176, 0.228, -0.378], [0.803, -0.781, -1.424], [-0.591, -0.384, -1.572], [-0.659, 1.564, -3.824], [-0.054, -0.804, 3.484], [1.472, -1.176, 2.630], [1.218, 0.379, 3.512], [-1.654, -0.615, 1.565], [-2.249, 0.123, -0.583], [-0.996, 1.324, -0.403], [0.797, -1.768, -0.936], [1.132, -0.840, -2.457], [1.396, -0.066, -0.855], [-0.575, 0.393, -2.334]]}

***

--- b ---
{"formula": "C5H11NO2", "method": "ωB97M-V/def2-TZVPD", "multiplicity": 1, "mol_weight_g_mol": 117.1, "charge": 0, "homo_lumo_gap_ha": 0.2092, "homo_ev": -7.5, "symbols": ["O", "C", "O", "C", "C", "C", "C", "N", "H", "H", "H", "H", "H", "H", "H", "H", "H", "H", "H"], "coordinates": [[1.601, -0.814, 2.183], [-1.783, 0.737, -0.303], [-3.027, 0.835, -0.281], [-1.266, -0.785, -0.799], [-1.015, -0.279, 0.650], [2.011, 1.038, 0.166], [2.891, 0.088, -0.343], [-0.285, -0.794, -1.668], [-1.334, 1.638, -0.762], [-2.178, -1.294, -1.088], [-1.425, -0.257, 1.655], [0.069, -0.296, 0.665], [2.307, 2.097, 0.151], [1.685, 0.713, 1.216], [3.499, 0.372, -1.206], [2.842, -1.018, -0.389], [1.565, 0.229, -0.661], [1.894, -1.403, 2.879], [0.017, -0.065, -2.283]]}

***

--- c ---
{"formula": "C5H11NO2", "method": "ωB97M-V/def2-TZVPD", "multiplicity": 1, "mol_weight_g_mol": 117.1, "charge": 0, "homo_lumo_gap_ha": 0.3352, "homo_ev": -8.5, "symbols": ["C", "C", "C", "C", "C", "O", "O", "N", "H", "H", "H", "H", "H", "H", "H", "H", "H", "H", "H"], "coordinates": [[0.825, -0.348, -0.484], [-0.007, 0.806, -0.759], [1.564, -0.465, 0.824], [-1.660, 0.637, 1.457], [-1.474, 0.180, 0.046], [0.393, -1.515, -1.047], [2.013, 0.454, -1.564], [-2.400, -0.397, -0.567], [0.967, -2.247, -0.786], [1.817, 0.216, -2.480], [-2.147, -0.708, -1.508], [-0.332, 0.934, -1.786], [0.265, 1.696, -0.209], [0.979, -1.012, 1.562], [2.503, -0.989, 0.643], [1.821, 0.517, 1.210], [-0.993, 0.086, 2.121], [-1.450, 1.704, 1.548], [-2.684, 0.452, 1.780]]}

***

--- d ---
{"formula": "C5H11NO2", "method": "ωB97M-V/def2-TZVPD", "multiplicity": 1, "mol_weight_g_mol": 117.1, "charge": 0, "homo_lumo_gap_ha": 0.3756, "homo_ev": -9.4, "smiles": "C=CCO.CNC=O", "symbols": ["C", "C", "C", "O", "H", "H", "H", "H", "H", "H", "C", "N", "C", "O", "H", "H", "H", "H", "H"], "coordinates": [[2.663, -1.286, -2.538], [1.779, -0.568, -1.868], [1.302, -0.933, -0.495], [1.217, 0.249, 0.278], [2.960, -0.996, -3.537], [3.093, -2.175, -2.097], [1.349, 0.350, -2.251], [0.319, -1.419, -0.557], [1.985, -1.655, -0.034], [0.749, 0.044, 1.099], [-2.353, 0.670, 0.335], [-2.195, 1.388, 1.587], [-1.319, 0.952, 2.511], [-0.667, -0.069, 2.415], [-1.395, 0.607, -0.185], [-3.053, 1.214, -0.292], [-2.712, -0.329, 0.556], [-2.463, 2.353, 1.672], [-1.261, 1.604, 3.399]]}

***

Relative energy of each structure, in kcal/mol: a 132.1; b 245.8; c 37.5; d 0.0.

***

--- a ---
{"formula": "C5H11NO2", "method": "ωB97M-V/def2-TZVPD", "multiplicity": 1, "mol_weight_g_mol": 117.1, "charge": 0, "homo_lumo_gap_ha": 0.3262, "homo_ev": -8.2, "symbols": ["C", "C", "N", "C", "O", "H", "H", "H", "H", "H", "H", "H", "C", "C", "O", "H", "H", "H", "H"], "coordinates": [[-0.984, -1.796, 0.219], [-1.259, 1.119, 0.921], [-0.893, -0.686, -0.712], [-0.585, 0.583, -0.310], [-0.317, 1.438, -1.267], [-0.492, -0.914, -1.613], [-1.784, -1.631, 0.939], [-1.212, -2.703, -0.338], [-0.042, -1.940, 0.763], [-1.107, 0.477, 1.785], [-0.868, 2.109, 1.142], [-2.333, 1.193, 0.725], [2.070, -0.005, -0.664], [1.577, 0.523, 0.522], [1.921, 0.535, -1.809], [0.652, 1.167, -1.709], [2.456, -1.036, -0.651], [1.737, -0.025, 1.442], [1.462, 1.593, 0.614]]}

***

--- b ---
{"formula": "C5H11NO2", "method": "ωB97M-V/def2-TZVPD", "multiplicity": 1, "mol_weight_g_mol": 117.1, "charge": 0, "homo_lumo_gap_ha": 0.3824, "homo_ev": -9.6, "smiles": "CO[C@@H](C)CC#N.O", "symbols": ["C", "O", "C", "C", "C", "C", "N", "H", "H", "H", "H", "H", "H", "H", "H", "H", "O", "H", "H"], "coordinates": [[-1.915, 1.406, 0.128], [-0.830, 0.645, -0.341], [-0.462, -0.441, 0.483], [-1.436, -1.608, 0.367], [0.950, -0.855, 0.065], [1.939, 0.234, 0.161], [2.655, 1.005, 0.728], [-1.996, 2.292, -0.512], [-2.865, 0.848, 0.081], [-1.748, 1.730, 1.170], [-0.430, -0.100, 1.533], [-1.091, -2.459, 0.970], [-2.432, -1.323, 0.733], [-1.529, -1.932, -0.680], [1.296, -1.684, 0.699], [0.930, -1.215, -0.975], [2.765, 1.316, -1.745], [3.234, 1.683, -0.732], [2.963, 0.457, -2.133]]}

***

Relative energy of each structure, in kcal/mol: a 0.0; b 25.4.

***

--- a ---
{"formula": "C5H11NO2", "method": "ωB97M-V/def2-TZVPD", "multiplicity": 1, "mol_weight_g_mol": 117.1, "charge": 0, "homo_lumo_gap_ha": 0.3613, "homo_ev": -9.2, "smiles": "NCCCCC(=O)O", "symbols": ["N", "C", "C", "C", "C", "C", "O", "O", "H", "H", "H", "H", "H", "H", "H", "H", "H", "H", "H"], "coordinates": [[-1.859, 0.091, 2.817], [-0.504, 0.336, 2.398], [-0.269, 0.486, 0.892], [-0.811, -0.620, -0.105], [-0.468, -0.150, -1.526], [0.995, 0.014, -1.588], [1.542, 1.114, -1.697], [1.658, -1.165, -1.672], [-2.625, 0.813, 2.670], [-2.139, -0.723, 2.235], [0.173, -0.422, 2.631], [-0.137, 1.233, 2.941], [0.813, 0.496, 0.825], [-0.749, 1.502, 0.507], [-0.354, -1.522, 0.273], [-1.922, -0.725, 0.217], [-1.060, 0.840, -1.645], [-0.918, -1.010, -2.070], [2.666, -1.118, -1.778]]}

***

--- b ---
{"formula": "C5H11NO2", "method": "ωB97M-V/def2-TZVPD", "multiplicity": 1, "mol_weight_g_mol": 117.1, "charge": 0, "homo_lumo_gap_ha": 0.3808, "homo_ev": -9.4, "symbols": ["C", "C", "C", "C", "N", "C", "O", "O", "H", "H", "H", "H", "H", "H", "H", "H", "H", "H", "H"], "coordinates": [[-0.692, 0.580, -0.309], [1.190, -0.510, -0.259], [-1.314, 1.290, 0.878], [1.970, -0.829, 0.997], [-1.377, 0.862, -1.521], [-0.509, -0.962, -0.145], [0.751, 0.840, -0.354], [-0.905, -1.836, -1.100], [-0.908, 0.445, -2.318], [-1.508, 1.853, -1.671], [-0.698, -1.326, 0.875], [1.773, -0.786, -1.152], [0.128, -1.308, -1.370], [-2.362, 1.008, 0.967], [-0.787, 1.032, 1.795], [-1.247, 2.370, 0.740], [1.410, -0.544, 1.887], [2.172, -1.900, 1.053], [2.913, -0.281, 1.006]]}

***

Relative energy of each structure, in kcal/mol: a 0.0; b 57.1.

***

--- a ---
{"formula": "C5H11NO2", "method": "ωB97M-V/def2-TZVPD", "multiplicity": 1, "mol_weight_g_mol": 117.1, "charge": 0, "homo_lumo_gap_ha": 0.3808, "homo_ev": -9.5, "smiles": "CCC[C@@H](N)C(=O)O", "symbols": ["C", "C", "C", "C", "N", "C", "O", "O", "H", "H", "H", "H", "H", "H", "H", "H", "H", "H", "H"], "coordinates": [[-1.109, 2.434, -0.208], [-1.101, 0.980, -0.670], [-0.598, -0.016, 0.387], [0.486, -0.940, -0.156], [1.786, -0.328, -0.373], [0.712, -2.100, 0.817], [0.419, -2.081, 1.985], [1.293, -3.148, 0.227], [-0.097, 2.826, -0.301], [-1.384, 2.555, 0.832], [-1.758, 3.034, -0.851], [-0.451, 0.944, -1.543], [-2.053, 0.690, -1.123], [-1.419, -0.635, 0.735], [-0.278, 0.497, 1.293], [0.115, -1.381, -1.079], [1.912, 0.161, -1.250], [2.003, 0.322, 0.373], [1.521, -3.815, 0.903]]}

***

--- b ---
{"formula": "C5H11NO2", "method": "ωB97M-V/def2-TZVPD", "multiplicity": 1, "mol_weight_g_mol": 117.1, "charge": 0, "homo_lumo_gap_ha": 0.3718, "homo_ev": -9.7, "symbols": ["C", "C", "C", "C", "C", "H", "H", "H", "H", "H", "H", "H", "H", "H", "H", "H", "N", "O", "O"], "coordinates": [[0.058, 1.366, -0.447], [-0.176, 0.054, 0.278], [-1.462, -0.601, -0.176], [0.978, -0.943, 0.027], [2.401, -0.249, -0.123], [0.972, 1.716, -0.003], [0.249, 1.124, -1.393], [-1.085, 2.093, -0.465], [-0.107, 0.358, 1.237], [-1.533, -0.732, -1.427], [-1.556, -1.778, -0.042], [-3.315, -0.222, -0.378], [-2.779, 0.041, 1.305], [0.918, -1.400, -0.996], [1.181, -1.509, 0.829], [2.040, 0.290, 1.752], [-2.667, 0.162, 0.077], [2.858, 0.290, 1.060], [3.025, -0.061, -1.114]]}

***

--- c ---
{"formula": "C5H11NO2", "method": "ωB97M-V/def2-TZVPD", "multiplicity": 1, "mol_weight_g_mol": 117.1, "charge": 0, "homo_lumo_gap_ha": 0.1638, "homo_ev": -8.0, "symbols": ["C", "C", "N", "C", "C", "C", "O", "O", "H", "H", "H", "H", "H", "H", "H", "H", "H", "H", "H"], "coordinates": [[0.668, -1.683, 0.312], [0.255, -0.510, 1.193], [-0.261, 0.664, 0.658], [-1.071, 2.190, -1.108], [-0.997, 0.518, -0.428], [-0.626, 0.710, -1.862], [-1.374, 0.397, -2.771], [2.309, -1.819, 2.289], [-0.144, -2.339, 0.030], [1.103, -1.293, -0.610], [1.458, -2.031, 1.055], [1.141, -0.217, 1.800], [-0.374, -0.922, 2.011], [2.913, -2.270, 2.893], [-1.890, 2.442, -0.421], [-1.414, 2.753, -1.966], [-0.176, 2.665, -0.734], [-1.971, 0.067, -0.312], [0.452, 0.679, -2.029]]}

***

Relative energy of each structure, in kcal/mol: a 0.0; b 94.4; c 231.1.